No. 1
Formula: C30H27Cl2N5O5Ti
Source: the Open Molecules 2025 dataset
Level of theory: ωB97M-V/def2-TZVPD

```
! wB97M-V def2-TZVPD RIJCOSX def2/J DEFGRID3
* xyz 1 2
Ti 0.915 0.687 0.030
Cl 5.295 -1.701 1.236
Cl 5.068 1.110 0.480
O 1.156 2.172 -1.751
O 1.041 0.599 1.877
O 2.607 0.247 -0.840
O -2.173 6.612 -1.944
O 2.452 -1.494 0.524
N -1.023 1.874 0.294
N -2.944 4.747 -0.894
N -1.217 -1.548 -1.043
N 1.678 4.105 0.305
N -1.178 5.930 0.013
C 2.020 8.632 0.571
C 1.032 1.562 2.776
C 3.295 5.680 -2.594
C -0.136 6.869 0.144
C 0.687 1.320 4.111
C 1.438 8.476 -0.683
C 3.129 -0.683 -0.062
C 1.493 7.882 1.619
C 0.382 7.607 -0.917
C 2.814 5.440 -1.321
C 3.098 4.723 -3.574
C -0.425 -0.787 -0.684
C 3.146 9.601 0.799
C 0.910 3.701 4.569
C 1.912 3.300 -2.029
C 0.427 7.018 1.414
C -1.933 1.243 1.054
C 1.346 2.871 2.362
C 2.153 4.256 -1.034
C -3.588 2.896 0.567
C 1.765 3.017 1.006
C 0.624 2.386 4.978
C 2.409 3.549 -3.302
C -2.647 3.556 -0.210
C -1.384 2.991 -0.332
C 0.747 1.385 -2.907
C -3.222 1.719 1.200
C -2.089 5.834 -1.025
C 1.267 3.947 3.269
C 4.647 -0.578 0.067
H 1.554 4.947 2.967
H 5.100 -0.785 -0.900
H 1.818 9.058 -1.515
H -0.645 3.455 -0.970
H 0.470 0.309 4.424
H 0.353 2.208 6.011
H 2.939 6.173 -0.532
H -3.761 4.791 -1.482
H 1.899 7.995 2.617
H 2.375 2.240 0.525
H 2.796 10.492 1.322
H 3.583 9.926 -0.144
H 0.877 4.508 5.287
H 0.218 2.030 -3.605
H -0.022 6.503 2.258
H -1.440 5.452 0.861
H 3.473 4.884 -4.576
H 1.621 0.923 -3.358
H -3.924 1.167 1.808
H 3.812 6.603 -2.814
H 2.260 2.836 -4.095
H 0.078 0.615 -2.533
H 3.938 9.159 1.404
H 1.238 4.942 0.696
H -1.618 0.323 1.526
H -4.588 3.297 0.675
H -0.052 7.522 -1.900
*
```

Computed properties:
**HOMO-LUMO gap (alpha / beta)**: 7.0 / 6.8 eV
**<S²>**: 0.756
**HOMO level (alpha / beta)**: -11.3475 / -11.3800 eV


No. 2
Formula: C21H27N3O3
Source: the Open Molecules 2025 dataset
Level of theory: ωB97M-V/def2-TZVPD

```
! wB97M-V def2-TZVPD RIJCOSX def2/J DEFGRID3
* xyz 0 1
O -3.691 -0.570 0.020
O -0.874 -2.663 2.393
O 0.244 -1.814 -1.937
N -0.662 -2.171 0.134
N -2.273 -0.479 -1.744
N 1.148 -2.215 1.397
C 2.559 -0.025 -1.292
C -2.744 0.782 -2.267
C -0.192 -2.378 1.449
C -0.472 1.522 0.210
C -2.608 2.767 0.235
C 3.265 1.399 0.963
C -1.785 1.941 -1.947
C -2.059 -2.329 -0.206
C -2.608 2.912 1.724
C 1.651 -1.934 0.074
C -1.672 2.133 -0.457
C 3.511 1.950 -0.286
C -2.757 -1.014 -0.611
C 3.149 1.218 -1.411
C 2.306 -0.566 -0.037
C 2.670 0.156 1.090
C 2.605 -3.030 -0.413
C -1.255 2.555 2.331
C 0.353 -1.956 -0.738
C 4.128 3.307 -0.427
C -0.731 1.274 1.692
H 3.538 1.947 1.853
H 3.539 -2.982 0.143
H 0.387 2.193 0.093
H -2.150 -3.043 -1.031
H -0.802 1.726 -2.374
H -1.352 2.430 3.411
H 4.608 3.616 0.498
H -2.867 0.686 -3.350
H -0.207 0.588 -0.292
H 2.488 -0.241 2.077
H -1.478 0.486 1.805
H 2.270 -0.568 -2.178
H 0.189 0.948 2.183
H -2.891 3.932 1.998
H -3.378 2.243 2.123
H -3.465 3.185 -0.276
H 2.815 -2.889 -1.470
H 3.361 4.041 -0.675
H 1.738 -2.400 2.188
H 4.866 3.313 -1.227
H -2.556 -2.717 0.687
H -0.543 3.363 2.147
H 3.331 1.629 -2.394
H 2.155 -4.011 -0.272
H -3.714 0.976 -1.804
H -1.449 -0.887 -2.171
H -2.179 2.843 -2.419
*
```

Computed properties:
**HOMO-LUMO gap**: 9.0 eV
**HOMO level**: -8.4403 eV


No. 3
Formula: C52H143N13O13
Source: the Open Molecules 2025 dataset
Level of theory: ωB97M-V/def2-TZVPD

```
! wB97M-V def2-TZVPD RIJCOSX def2/J DEFGRID3
* xyz 1 2
O 5.733 -3.626 2.233
O -0.184 -1.564 5.431
O -3.368 3.309 -4.572
O 2.298 -7.481 5.220
O 4.926 -1.939 -4.202
O -2.756 5.760 2.024
O -5.737 0.039 -1.118
O -3.136 6.936 -2.616
O -3.058 -4.072 0.045
O 4.889 2.594 -0.107
O 1.074 -0.769 0.435
O 1.489 8.631 2.448
O -0.825 -4.151 -4.469
N -8.221 2.872 -1.354
N -2.643 8.614 -0.351
N -1.372 -5.758 2.775
N -2.089 -0.153 -3.833
N -2.756 -7.010 -5.799
N 2.042 6.672 4.599
N 3.445 -3.298 -1.898
N 8.286 -5.096 4.431
N 5.010 -0.814 -1.537
N -0.367 1.530 7.467
N -1.584 1.807 -0.361
N -2.385 4.231 -2.180
N 1.515 -7.166 2.203
C 2.602 -6.515 2.903
C -2.194 -3.974 -1.064
C 0.250 2.173 1.187
C -3.491 1.860 -4.283
C 0.836 -2.439 4.890
C -0.875 0.575 6.531
C -7.652 1.279 -3.113
C 6.563 -3.682 3.384
C 5.372 -2.304 1.865
C -1.233 1.374 -5.407
C 7.148 -5.087 3.568
C 4.244 -3.227 -4.275
C -1.464 1.325 5.371
C -3.873 7.939 -3.363
C 2.697 -5.180 2.116
C 6.140 -6.138 4.077
C -3.825 -5.046 -4.829
C 0.552 -4.099 -4.125
C 0.770 7.380 2.584
C -1.134 -5.550 -4.646
C 4.592 0.563 -1.463
C -7.627 1.566 -1.628
C -0.237 1.337 -0.037
C 0.677 9.674 1.939
C 3.113 0.794 -1.799
C 0.914 4.919 3.492
C -2.545 4.361 1.873
C -4.567 4.034 -4.586
C -1.804 -5.620 1.420
C -2.012 6.451 -3.205
C 2.331 -6.293 4.479
C 0.280 -0.442 6.156
C -1.428 5.285 -2.387
C 2.356 -7.328 6.645
C 4.706 -1.134 -5.320
C -3.103 7.931 0.857
C -2.485 -4.254 1.335
C 3.866 -5.382 -2.976
C -0.279 4.646 -3.150
C -2.516 -5.652 -5.427
C -2.605 -6.797 1.061
C 1.609 6.257 3.330
C 4.958 3.095 1.248
C 1.076 -2.130 0.315
C -4.298 -0.071 -0.772
C 4.307 -3.936 -2.833
C -4.610 8.109 0.812
C 5.020 1.170 -0.095
C -2.513 6.499 0.846
C -2.066 1.267 -4.159
C -6.215 1.402 -1.118
C -0.233 -0.210 0.195
H 4.964 -1.649 -6.245
H -2.321 1.860 5.780
H 0.828 -0.781 7.034
H 5.162 -1.017 -2.515
H 1.408 -5.715 4.534
H -2.521 3.770 -3.068
H -3.296 4.642 -2.034
H -2.306 3.815 2.785
H 3.204 -3.105 -4.579
H -1.696 -4.926 -1.250
H -1.872 0.646 4.622
H -4.045 -1.102 -0.525
H -3.812 7.799 -4.443
H -1.720 0.121 7.049
H 6.215 -1.662 1.607
H 3.682 -2.332 -2.076
H 8.515 -6.041 4.701
H -3.702 0.300 -1.605
H -0.677 -5.033 2.883
H 1.286 -8.052 2.630
H -3.452 3.946 1.433
H 0.063 4.917 4.174
H -0.097 1.001 8.284
H -8.108 3.159 -0.392
H -1.263 7.218 -3.398
H 2.796 -5.534 -3.119
H 1.877 -4.495 2.329
H -0.463 2.188 2.011
H 0.511 5.390 -3.050
H 0.032 3.692 -2.725
H -4.943 7.801 -3.209
H -2.698 -3.637 -1.970
H -0.734 2.018 4.953
H 5.952 -3.437 4.253
H 1.008 0.131 5.582
H -0.945 -5.655 0.749
H -2.179 6.126 -4.232
H -3.589 8.983 -3.232
H 2.488 0.275 -1.072
H -1.808 0.822 -6.150
H -3.897 0.406 0.123
H -2.038 -5.343 3.411
H 0.414 3.216 0.915
H 7.860 -4.632 5.221
H 7.601 -5.439 2.641
H -1.714 2.736 -0.734
H 1.281 6.566 5.256
H -1.096 5.633 -1.409
H 3.208 -6.726 6.962
H 1.636 4.228 3.927
H 3.645 -0.886 -5.307
H 6.004 0.849 0.248
H -5.132 3.888 -3.666
H -3.355 -4.146 1.983
H -5.131 3.707 -5.459
H 5.273 1.081 -2.139
H -1.150 2.412 -5.730
H 1.346 -4.687 -4.585
H -2.523 -0.758 -4.515
H -5.553 2.132 -1.585
H -3.703 -4.040 -4.429
H -6.943 1.914 -3.644
H 4.818 -1.900 2.712
H -1.758 4.095 1.167
H -7.347 0.255 -3.332
H 3.489 -7.124 2.730
H 0.365 7.010 1.643
H 1.618 -2.669 5.613
H 5.881 2.779 1.735
H 7.371 -2.960 3.262
H -6.213 1.721 -0.076
H -8.620 1.467 -3.578
H -2.641 8.432 1.707
H -2.235 -5.186 -6.372
H 1.304 -2.042 3.989
H -9.193 2.942 -1.619
H -4.010 1.411 -5.130
H 0.564 1.847 7.237
H -0.085 7.651 3.204
H 0.915 -3.148 -4.515
H -4.238 5.070 -4.674
H 1.225 1.867 1.565
H -1.560 1.825 -3.371
H -0.605 -0.721 -0.693
H -4.940 7.721 -0.152
H -1.938 1.280 -1.147
H 5.922 -0.972 -1.133
H 2.135 -2.334 0.158
H 2.719 1.809 -1.860
H 0.585 4.578 2.511
H 5.259 -6.088 3.437
H 0.739 -2.690 1.188
H -3.570 -6.891 1.559
H 4.649 -2.337 1.049
H -1.850 -3.409 1.599
H 5.372 -0.284 -5.169
H -1.422 -3.237 -0.842
H -0.951 -0.423 0.986
H 4.337 -5.859 -3.835
H 6.480 -7.168 4.178
H -8.143 0.786 -1.068
H -1.925 -7.465 -6.150
H 4.045 2.859 1.794
H 3.600 -4.635 2.391
H 2.463 6.082 2.675
H -0.412 -6.125 -5.225
H -0.380 4.455 -4.218
H -1.151 -5.970 -3.641
H -1.678 8.913 -0.331
H 0.302 9.429 0.945
H 5.842 -5.894 5.097
H 0.407 -3.420 4.687
H 4.781 -3.764 -5.057
H -1.449 6.532 0.615
H -0.246 0.910 -5.396
H -0.142 9.994 2.583
H -3.011 5.992 0.020
H -1.144 -0.510 -3.841
H 4.464 0.689 0.709
H -4.694 -5.174 -5.473
H 1.994 7.673 4.470
H 5.326 -3.955 -2.446
H -5.078 7.452 1.545
H -4.925 9.153 0.809
H 3.113 -5.634 4.855
H 2.835 0.414 -2.782
H -3.967 1.807 -3.304
H 0.642 -2.522 -0.605
H 1.483 -6.895 7.133
H 0.360 1.532 -0.927
H 0.696 -6.631 2.456
H 2.834 -5.407 1.059
H 4.828 4.176 1.192
H 0.669 -4.236 -3.050
H -4.012 -5.617 -3.919
H 3.904 -3.480 -1.017
H 2.458 -8.353 7.001
H -2.703 8.103 -1.221
H -1.986 -7.661 1.307
H 4.224 -5.891 -2.081
H -3.484 -7.104 -6.493
H -2.774 -6.875 -0.013
H 1.365 10.515 1.862
*
```

Computed properties:
**HOMO-LUMO gap (alpha / beta)**: 6.5 / 1.2 eV
**<S²>**: 0.754
**HOMO level (alpha / beta)**: -9.9011 / -9.9011 eV


No. 4
Formula: C7H9F
Source: the Open Molecules 2025 dataset
Level of theory: ωB97M-V/def2-TZVPD

```
! wB97M-V def2-TZVPD RIJCOSX def2/J DEFGRID3
* xyz 0 1
F 1.580 -0.136 0.850
C -1.163 0.155 -1.717
C 0.478 -0.600 0.206
C 0.005 0.437 -0.768
C -0.468 -1.441 0.996
C -0.479 2.655 0.651
C 0.366 -2.067 -0.024
C -0.267 1.653 0.032
H 0.889 0.616 -1.376
H -1.245 0.952 -2.400
H -2.077 0.220 -1.083
H 1.126 -2.776 0.229
H -0.225 -1.651 2.040
H -0.156 -2.284 -0.960
H -0.645 3.559 1.171
H -1.572 -1.369 0.743
H -1.142 -0.794 -2.266
*
```

Computed properties:
**HOMO-LUMO gap**: 11.1 eV
**HOMO level**: -10.0586 eV


No. 5
Formula: C3H4N2S2
Source: the Open Molecules 2025 dataset
Level of theory: ωB97M-V/def2-TZVPD

```
! wB97M-V def2-TZVPD RIJCOSX def2/J DEFGRID3
* xyz 0 1
S -0.998 -0.279 1.044
S 1.466 1.402 1.374
N 2.832 1.127 2.016
N 0.409 -0.265 0.149
C -1.195 -0.613 -1.413
C -2.000 -0.508 -0.313
C 0.127 -0.426 -1.089
H 0.866 -0.555 -1.910
H -2.988 -0.279 -0.378
H -1.515 -0.660 -2.483
H 2.997 1.058 3.003
*
```

Computed properties:
**HOMO-LUMO gap (alpha / beta)**: 7.3 / 7.3 eV
**HOMO level (alpha / beta)**: -7.4371 / -7.4379 eV


Energy relative to the best compared isomer or geometry (same formula, charge and spin) (computed, kJ/mol): 79.86, 81.58, 324.66, 196.31, 335.21